Molecular formula: C3H6IN2
Method: DFT, ωB97M-V with the def2-TZVPD basis set

Structure (SMILES): I[C@H]1CNC=[NH+]1
Relative energy (zero: lowest compared OMol25 entry of this formula, charge and spin) (kJ/mol): 106.97
HOMO (eV): -13.57
Gap between HOMO and LUMO (eV): 9.01

The geometry in ORCA input format:
```
! wB97M-V def2-TZVPD RIJCOSX def2/J DEFGRID3
* xyz 1 1
I 2.248 -1.736 0.374
C 0.805 -0.037 0.674
C 0.541 0.638 -0.679
N -0.901 0.633 -0.800
C -1.322 -0.270 0.026
N -0.470 -0.589 0.968
H 1.514 0.635 1.506
H 1.017 1.637 -0.995
H 0.940 -0.013 -1.552
H -1.457 1.070 -1.404
H -2.352 -0.743 0.176
H -0.563 -1.225 1.705
*
```